Record 1
Below is C15H17F3N2O5PdS2Te as an isolated structure in a non-equilibrium geometry, with properties calculated with the ωB97M-V functional and the def2-TZVPD basis.

Structure (XYZ):
```
46
Properties=species:S:1:pos:R:3
Pd -0.65453 0.33246 -1.69283
C 2.07029 -2.88727 4.33039
C 1.35031 -1.81586 3.55958
C 1.27381 -0.51488 4.04049
C 0.62606 0.47679 3.31626
C 0.04318 0.15182 2.10319
C 0.09186 -1.14661 1.60585
C 0.74879 -2.11736 2.33650
S -0.77401 1.40820 1.17479
O -0.67298 2.65058 1.89025
O -2.09468 0.93433 0.83472
N 0.05012 1.51749 -0.25697
C 1.38344 1.05915 -0.28912
C 2.46089 1.53252 0.44053
C 3.67002 0.88805 0.25416
C 3.76857 -0.17776 -0.63812
C 2.63425 -0.58235 -1.31710
N 1.46432 0.02276 -1.12603
H 2.33610 -2.54496 5.32909
H 2.98850 -3.17838 3.81696
H 1.45266 -3.78050 4.42599
H 1.72589 -0.27144 4.99413
H 0.56243 1.49415 3.67654
H -0.38767 -1.40310 0.66797
H 0.79033 -3.13097 1.95629
H 2.33711 2.37028 1.11229
H 4.54422 1.21718 0.80069
H 4.70756 -0.68736 -0.79661
H 2.64090 -1.41044 -2.01417
F -3.28380 -1.55396 -2.69934
C -2.69957 -1.95137 -3.84384
F -3.15210 -1.15724 -4.82175
F -3.07677 -3.19924 -4.09672
S -0.86400 -1.83122 -3.70498
O -0.34038 -2.60340 -4.78545
O -0.60213 -2.27199 -2.34064
O -0.65292 -0.36803 -3.81765
C -1.86141 3.80130 -1.41568
Te -2.13520 2.08325 -2.62032
C -4.03292 1.64815 -1.77165
H -1.82774 3.51281 -0.36895
H -2.69917 4.46629 -1.61276
H -0.92765 4.27248 -1.70945
H -4.52801 0.92685 -2.41517
H -4.59906 2.57550 -1.73188
H -3.85491 1.24329 -0.77947
```

Its energy is -2559.3634 a.u. The calculation puts the energy relative to the best compared isomer or geometry (same formula, charge and spin) at 78.8 kJ/mol. Its net charge is 0. Its spin multiplicity is 1. The value obtained for the LUMO energy (alpha / beta) is -1.02 / -1.03 eV. The calculation puts the HOMO energy (alpha / beta) at -9.17 / -9.17 eV.


Record 2
Below is one molecule with the formula C15H17FN4O2S2 in a non-equilibrium geometry, with properties calculated with the ωB97M-V functional and the def2-TZVPD basis.

Structure (XYZ):
```
41
Properties=species:S:1:pos:R:3
C -0.03191 3.25981 -1.22809
C 0.82073 3.79335 -2.37661
C 1.40976 5.15553 -2.02411
C 1.93859 2.79776 -2.76374
C 2.78642 2.43905 -1.57806
O 3.64593 3.15585 -1.12549
N 2.56969 1.22960 -0.93075
C 1.75834 0.15410 -1.10589
N 1.75071 -0.79834 -0.23275
N 0.93573 -1.80315 -0.52233
C 0.28780 -1.65675 -1.63055
S -0.85148 -2.76842 -2.29598
C -0.71685 -4.16200 -1.12311
C -1.58351 -3.95881 0.12208
O -2.65580 -4.50620 0.23622
N -1.00130 -3.13385 1.02234
C -1.50472 -2.68304 2.24540
C -0.74250 -1.74165 2.93767
C -1.17334 -1.24913 4.15319
C -2.37268 -1.70702 4.66985
F -2.79882 -1.22800 5.85852
C -3.14370 -2.63960 4.00121
C -2.70824 -3.13030 2.78424
S 0.66559 -0.15601 -2.46515
H -0.85789 3.93925 -1.03244
H -0.44972 2.28520 -1.47083
H 0.55684 3.17369 -0.31693
H 0.18039 3.90612 -3.25846
H 2.12248 5.06506 -1.20865
H 1.92504 5.58363 -2.88054
H 0.62032 5.83903 -1.72138
H 1.50223 1.91389 -3.22436
H 2.59127 3.28333 -3.49177
H 3.16477 1.12252 -0.11162
H -1.09235 -5.02232 -1.67621
H 0.33660 -4.28696 -0.87901
H -0.10983 -2.71612 0.74804
H 0.19059 -1.39714 2.51581
H -0.59510 -0.52110 4.69943
H -4.07327 -2.97510 4.43234
H -3.29681 -3.85573 2.24844
```

As for the SMILES: CC(C)CC(=O)Nc1nnc(SCC(=O)Nc2ccc(F)cc2)s1. Its energy is -1847.5669 a.u. Its net charge is 0. Its spin multiplicity is 1. The value obtained for the LUMO energy is 0.05 eV. The calculation puts the HOMO energy at -8.37 eV.


Record 3
Below is C15H17HoNO4 as an isolated structure in a non-equilibrium geometry, with properties calculated with the ωB97M-V functional and the def2-TZVPD basis.

Structure (XYZ):
```
38
Properties=species:S:1:pos:R:3
Ho -0.01760 -0.62220 -0.80696
C -0.14068 0.43063 1.35373
O -0.24183 1.13129 2.26721
C -0.01564 1.85103 -0.53895
O -0.04604 2.95814 -0.22290
C -2.19455 0.02862 -0.08304
O -3.18070 0.43698 0.34366
C 2.16996 -0.11889 0.04323
O 3.20752 0.20650 0.42799
C -0.00902 -1.61787 -4.74032
H 0.92185 -2.17976 -4.62815
H -0.93704 -2.18025 -4.60886
C -0.01137 -0.31978 -5.06419
H -0.94035 0.23852 -5.20592
H 0.91632 0.23445 -5.22877
C 2.96896 -3.56489 2.77816
N 2.01949 -2.92631 3.72938
C 2.72610 -2.18050 4.80866
C 0.98661 -2.04908 3.05677
C 0.10473 -2.82311 2.11502
C -0.36587 -4.08982 2.53546
C -1.18596 -4.84769 1.69542
C -1.54096 -4.34697 0.44183
C -1.04350 -3.09535 0.00884
C -0.24620 -2.34060 0.85673
H 3.47316 -2.77226 2.21969
H 2.42299 -4.22977 2.10211
H 3.69950 -4.13633 3.36438
H 1.51585 -3.68731 4.19559
H 3.27606 -1.35671 4.34653
H 1.97439 -1.79213 5.50777
H 3.41259 -2.86440 5.32307
H 0.40571 -1.56863 3.85825
H 1.54044 -1.25290 2.56643
H -0.12000 -4.49910 3.52335
H -1.54891 -5.82621 2.01896
H -2.20109 -4.91206 -0.21466
H -1.30562 -2.73259 -1.00458
```

Its energy is -1884.2932 a.u. The calculation puts the energy relative to the best compared isomer or geometry (same formula, charge and spin) at 35.1 kJ/mol. Its net charge is +3. Its spin multiplicity is 5. The value obtained for the LUMO energy (alpha / beta) is -11.55 / -13.50 eV. The calculation puts the HOMO energy (alpha / beta) at -18.17 / -18.16 eV. As for the expectation value of S²: 6.08.